Entry 1:
C2H3N3O2 in the gas phase in a non-equilibrium geometry. Source: the Open Molecules 2025 dataset; level of theory: ωB97M-V with the def2-TZVPD basis set.

Element x y z (Å)
N (-1.75, 0.03, -0.06)
C (-0.52, -0.14, 0.42)
N (-0.08, -1.18, 1.06)
O (1.00, -1.26, 0.00)
C (1.57, -0.02, -0.19)
O (2.72, 0.13, -0.50)
N (0.51, 0.84, -0.02)
H (-1.76, 0.57, -0.91)
H (-2.35, -0.79, -0.06)
H (0.66, 1.81, 0.27)

Computed properties:
ΔE to the lowest compared entry with this formula, charge and spin = 3.450 eV
Spin multiplicity = 1
HOMO level = -9.07 eV
F_max = 0.05040 Eh/bohr
HOMO-LUMO gap = 9.3223 eV



Entry 2:
A gas-phase ion, C3H7OS (charge -1) in a non-equilibrium geometry. Source: the Open Molecules 2025 dataset; level of theory: ωB97M-V with the def2-TZVPD basis set.

Element x y z (Å)
O (-1.53, -1.14, 1.79)
C (-1.03, 0.10, 1.76)
C (0.36, 0.08, 0.82)
C (-0.17, 0.20, -0.55)
S (1.10, 0.25, -1.90)
H (-1.89, 0.89, 1.35)
H (-0.54, 0.56, 2.64)
H (0.90, -0.85, 1.05)
H (0.80, 0.98, 1.23)
H (-0.93, -0.54, -0.82)
H (-0.72, 1.12, -0.63)
H (1.99, 0.70, -1.04)

Computed properties:
ΔE to the lowest compared entry with this formula, charge and spin = 2.256 eV
Spin multiplicity = 1
HOMO level = -2.39 eV
Charge = -1
F_max = 0.05090 Eh/bohr
HOMO-LUMO gap = 5.7249 eV



Entry 3:
A molecular structure, C27H37BFN11O4PtSi. Source: the Open Molecules 2025 dataset; level of theory: ωB97M-V with the def2-TZVPD basis set.

Element x y z (Å)
Pt (-0.35, 0.22, -0.57)
C (2.00, 2.71, 0.69)
C (0.60, 2.81, 1.18)
C (0.02, 3.75, 2.04)
C (-1.30, 3.36, 2.19)
C (-2.37, 3.97, 3.03)
N (-1.49, 2.26, 1.43)
N (-0.33, 1.93, 0.82)
B (-2.67, 1.26, 1.42)
N (-2.15, -0.11, 1.88)
N (-1.01, -0.62, 1.35)
C (-0.71, -1.73, 2.01)
C (0.52, -2.53, 1.71)
C (-1.67, -1.95, 3.00)
C (-2.56, -0.90, 2.89)
C (-3.78, -0.62, 3.70)
N (-3.23, 1.12, -0.01)
N (-2.41, 0.87, -1.05)
C (-3.15, 0.76, -2.14)
C (-2.60, 0.45, -3.49)
C (-4.49, 0.97, -1.80)
C (-4.50, 1.19, -0.44)
C (-5.66, 1.47, 0.46)
H (2.70, 2.99, 1.48)
H (2.17, 3.38, -0.16)
H (2.22, 1.69, 0.37)
H (0.50, 4.59, 2.51)
H (-2.01, 4.89, 3.46)
H (-2.67, 3.30, 3.84)
H (-3.26, 4.18, 2.43)
H (-3.54, 1.66, 2.15)
H (1.12, -2.06, 0.94)
H (0.26, -3.54, 1.38)
H (1.11, -2.62, 2.63)
H (-1.70, -2.76, 3.71)
H (-3.86, -1.35, 4.50)
H (-4.69, -0.69, 3.09)
H (-3.76, 0.38, 4.13)
H (-1.69, 1.02, -3.68)
H (-3.34, 0.71, -4.25)
H (-2.37, -0.61, -3.58)
H (-5.34, 0.96, -2.46)
H (-6.57, 1.53, -0.13)
H (-5.54, 2.40, 1.00)
H (-5.79, 0.67, 1.20)
C (0.98, 1.63, -4.92)
Si (1.10, 1.74, -3.05)
C (2.90, 1.97, -2.59)
C (0.04, 3.18, -2.48)
C (0.54, 0.01, -2.44)
H (1.41, 2.53, -5.37)
H (-0.05, 1.53, -5.26)
H (1.54, 0.77, -5.29)
H (3.17, 3.03, -2.56)
H (3.53, 1.47, -3.33)
H (3.14, 1.54, -1.62)
H (0.62, 4.10, -2.50)
H (-0.36, 3.06, -1.47)
H (-0.82, 3.31, -3.15)
H (1.44, -0.61, -2.38)
H (-0.13, -0.46, -3.15)
F (2.18, -5.74, 1.95)
C (3.02, -4.71, 1.83)
C (3.50, -4.35, 0.65)
N (4.39, -3.28, 0.53)
C (4.75, -2.80, -0.70)
C (3.49, -1.41, -1.26)
O (3.75, -1.24, -2.40)
O (2.84, -1.13, -0.29)
C (4.78, -2.52, 1.66)
O (5.52, -1.58, 1.57)
N (4.25, -2.96, 2.85)
C (3.36, -4.01, 3.07)
O (2.95, -4.27, 4.17)
H (3.23, -4.84, -0.28)
H (4.60, -3.48, -1.52)
H (5.63, -2.18, -0.69)
H (4.52, -2.42, 3.66)
N (-0.94, -1.97, -1.26)
C (-0.23, -2.90, -1.30)
N (0.49, -3.96, -1.20)
C (1.59, -4.10, -1.90)
N (2.61, -4.32, -2.43)

Computed properties:
ΔE to the lowest compared entry with this formula, charge and spin = 1.170 eV
Spin multiplicity = 5
HOMO level (alpha / beta) = -7.74 / -8.63 eV
F_max = 0.01508 Eh/bohr
HOMO-LUMO gap (alpha / beta) = 8.0947 / 6.2956 eV



Entry 4:
C7H10 in the gas phase. Source: the Open Molecules 2025 dataset; level of theory: ωB97M-V with the def2-TZVPD basis set.

Element x y z (Å)
C (-0.47, 1.21, -2.32)
C (-0.84, 1.20, -1.17)
C (-1.13, 1.14, 0.26)
C (0.00, 0.52, 1.09)
C (1.38, 0.31, 0.52)
C (0.53, -0.88, 0.88)
C (-0.01, -1.82, -0.17)
H (-0.15, 1.21, -3.33)
H (-1.29, 2.17, 0.61)
H (-2.06, 0.60, 0.42)
H (-0.04, 0.84, 2.13)
H (2.25, 0.56, 1.12)
H (1.47, 0.54, -0.54)
H (0.81, -1.39, 1.80)
H (0.73, -2.59, -0.41)
H (-0.92, -2.34, 0.19)
H (-0.27, -1.30, -1.09)

Computed properties:
ΔE to the lowest compared entry with this formula, charge and spin = 2.536 eV
Spin multiplicity = 1
HOMO level = -9.69 eV
F_max = 0.01272 Eh/bohr
HOMO-LUMO gap = 10.8179 eV